{"formula": "C20H52CrNO2P2Si4Te", "method": "the ωB97M-V functional and the def2-TZVPD basis", "lumo_ha": [0.000, 0.002], "total_charge": 0, "de_lowest_kcal_mol": 0.0, "max_force_ev_per_a": 2.56, "orbital_gap_ev": [4.72, 5.37], "multiplicity": 4, "e_homo_ha": [-0.1736, -0.1960], "symbols": ["C", "C", "N", "C", "C", "C", "C", "P", "Cr", "P", "C", "O", "O", "H", "H", "H", "C", "C", "H", "H", "H", "H", "C", "C", "H", "H", "H", "H", "H", "H", "H", "H", "H", "H", "H", "H", "H", "H", "H", "H", "H", "H", "C", "Si", "C", "C", "Si", "Te", "Si", "C", "C", "C", "Si", "C", "C", "C", "H", "H", "H", "H", "H", "H", "H", "H", "H", "H", "H", "H", "H", "H", "H", "H", "H", "H", "H", "H", "H", "H", "H", "H", "H", "H", "H"], "coordinates": [[4.2254, 1.9093, -4.1756], [3.1572, 1.6459, -3.3181], [3.3045, 0.8131, -2.2701], [4.4217, 0.0804, -2.1267], [5.5251, 0.3605, -2.9158], [5.4563, 1.2994, -3.9469], [1.7956, 2.2588, -3.5947], [0.5082, 1.9618, -2.3515], [1.6073, 0.3858, -1.0754], [2.7476, -1.4836, -0.5479], [4.4350, -0.9973, -1.0840], [0.5119, 0.5183, -7.2583], [1.9577, -3.1123, -5.0059], [4.0849, 2.6306, -4.9892], [6.4220, -0.2093, -2.7273], [6.3346, 1.5417, -4.5592], [0.4624, 3.6025, -1.5957], [-1.0128, 1.7030, -3.3172], [4.9609, -1.8826, -1.4585], [4.9979, -0.6424, -0.2144], [1.5077, 1.9993, -4.6276], [1.9254, 3.3406, -3.6444], [2.9234, -1.8630, 1.2090], [2.5232, -3.0867, -1.3598], [2.8255, -2.6993, -4.8196], [1.3790, -2.3813, -4.6416], [0.4969, 0.0715, -6.3788], [1.4350, 0.8499, -7.2434], [0.6307, 0.6231, 0.3875], [0.4594, -0.5441, -1.5363], [0.1525, 4.2837, -2.3973], [-0.2284, 3.6920, -0.7467], [1.4800, 3.8343, -1.2505], [-1.3882, 2.6844, -3.6486], [-0.7923, 1.0757, -4.1976], [-1.8013, 1.2051, -2.7322], [3.3790, -3.7437, -1.1342], [1.6073, -3.5561, -0.9734], [2.4242, -2.9908, -2.4513], [3.6663, -2.6527, 1.3814], [3.2239, -0.9594, 1.7516], [1.9528, -2.1922, 1.5977], [-3.5347, 2.2492, 0.3365], [-3.7936, 0.5686, 1.1683], [-5.0087, 0.7485, 2.6085], [-4.4876, -0.6722, -0.0902], [-1.8621, -0.2109, 2.1491], [-0.8162, -0.2329, -0.2361], [-0.9086, 1.1961, 3.6648], [-2.0270, 0.9292, 5.1654], [0.8706, 0.6887, 4.0378], [-0.9887, 2.9895, 3.0840], [-1.9958, -2.4236, 2.7145], [-3.6292, -2.5382, 3.6627], [-2.0256, -3.6399, 1.2642], [-0.5357, -2.8174, 3.8479], [-4.5047, 2.5622, -0.0867], [-2.7967, 2.2158, -0.4804], [-3.2098, 3.0120, 1.0602], [-5.9641, 1.0803, 2.1715], [-5.1715, -0.2000, 3.1398], [-4.6655, 1.5058, 3.3286], [-3.8246, -0.8244, -0.9566], [-4.6802, -1.6530, 0.3747], [-5.4460, -0.2623, -0.4551], [-2.0503, -0.1261, 5.4794], [-1.5908, 1.5370, 5.9742], [-3.0565, 1.2673, 4.9708], [1.5071, 0.7580, 3.1418], [1.2494, 1.3948, 4.7964], [0.9376, -0.3346, 4.4385], [-0.4164, 3.1416, 2.1551], [-2.0253, 3.3239, 2.9207], [-0.5367, 3.6011, 3.8835], [-4.4933, -2.3043, 3.0209], [-3.7092, -3.5812, 4.0102], [-3.6358, -1.8645, 4.5343], [-1.1159, -3.5727, 0.6466], [-2.0864, -4.6554, 1.6960], [-2.9022, -3.4816, 0.6151], [0.4282, -2.7144, 3.3250], [-0.5263, -2.1682, 4.7375], [-0.6567, -3.8653, 4.1692]], "forces_ev_per_a": [[-0.103, 0.296, 0.040], [0.422, 0.177, -0.453], [-1.735, -0.473, 0.585], [0.633, 0.553, -0.522], [0.061, -0.324, -0.143], [-0.006, 0.057, 0.062], [0.714, 0.736, -0.975], [0.474, -0.953, 0.427], [-0.518, 0.895, 0.231], [0.413, 0.083, 0.004], [0.476, -0.201, 0.173], [1.128, -0.160, 1.422], [-0.158, 2.042, 0.984], [0.090, -0.360, 0.300], [0.203, 0.026, -0.096], [-0.463, -0.193, 0.291], [-0.520, 0.574, -0.169], [-0.361, 0.408, -0.303], [0.131, 0.178, -0.017], [-0.094, -0.014, 0.052], [-0.120, -0.192, 0.384], [0.152, 0.208, -0.127], [0.332, -0.514, 0.384], [0.034, -0.636, 0.075], [-0.323, -0.604, -0.346], [0.487, -1.366, -0.591], [-0.361, 0.278, -0.992], [-0.744, -0.128, -0.412], [1.465, 0.531, 0.629], [0.679, -1.052, -2.237], [0.097, 0.357, 0.328], [0.155, -0.188, -0.250], [-0.336, -0.048, -0.140], [-0.001, -0.346, -0.098], [-0.034, 0.293, 0.383], [0.413, 0.195, -0.052], [-0.278, 0.078, -0.071], [0.190, 0.115, -0.159], [0.009, 0.084, 0.430], [-0.136, 0.074, 0.085], [-0.120, -0.148, -0.183], [0.139, 0.083, -0.079], [-0.271, 0.097, -0.081], [0.014, -0.133, 0.476], [-0.461, 0.241, -0.477], [-0.149, 0.154, 0.013], [0.593, 0.318, -1.439], [-2.081, -0.827, 0.969], [-0.334, -0.313, -0.144], [0.419, 0.420, 0.302], [-0.001, 0.241, 0.184], [0.152, 0.031, 0.234], [-0.122, 0.243, 0.014], [0.217, -0.539, 0.113], [0.005, -0.078, 0.190], [-0.187, -0.354, 0.044], [0.283, 0.058, 0.094], [-0.266, -0.091, 0.317], [-0.133, -0.220, -0.209], [0.005, -0.031, 0.404], [0.059, 0.311, -0.176], [-0.119, -0.190, -0.217], [-0.191, 0.082, 0.327], [0.027, 0.325, -0.138], [0.234, -0.247, 0.038], [0.038, 0.348, -0.082], [-0.374, -0.221, 0.129], [0.359, -0.105, 0.080], [-0.227, 0.019, 0.227], [0.111, -0.290, -0.179], [-0.046, 0.352, -0.112], [-0.163, -0.074, 0.294], [0.360, -0.115, 0.114], [-0.162, 0.039, -0.328], [0.319, -0.134, 0.209], [-0.298, 0.282, 0.088], [-0.038, -0.231, -0.270], [-0.325, 0.021, 0.205], [-0.006, 0.257, -0.248], [0.325, -0.045, 0.202], [-0.312, -0.040, 0.169], [-0.008, -0.243, -0.265], [0.265, 0.264, 0.076]], "lowdin_charge": [-0.04, -0.30, 0.00, -0.33, -0.03, -0.06, -0.28, 0.72, -0.29, 0.76, -0.26, -0.08, -0.09, 0.12, 0.11, 0.11, -0.25, -0.25, 0.09, 0.10, 0.09, 0.09, -0.25, -0.24, 0.03, 0.05, 0.03, 0.04, -0.18, -0.28, 0.05, 0.04, 0.05, 0.05, 0.04, 0.00, 0.05, 0.05, 0.03, 0.05, 0.05, 0.03, -0.23, 0.27, -0.23, -0.23, 0.17, 0.75, 0.32, -0.23, -0.21, -0.21, 0.31, -0.23, -0.22, -0.22, 0.03, -0.01, 0.01, 0.03, 0.01, 0.02, 0.00, 0.02, 0.03, 0.02, 0.03, 0.02, 0.02, 0.03, 0.02, 0.03, 0.02, 0.03, 0.02, 0.03, 0.03, 0.00, 0.03, 0.02, 0.01, 0.02, 0.03]}